Record 1
C5H6O2S in the gas phase. Source: OMol25; level of theory: the ωB97M-V functional and the def2-TZVPD basis.

HOMO-LUMO gap: 9.7784 eV
SMILES string: O=CS[C@@H]1CC=CO1
Molar mass: 130.2 Da

Last column: Löwdin charge in e.
Geometry (Å):
O (-3.32, 1.01, -0.19)  -0.0148
C (-2.21, 0.57, -0.19)  -0.5914
S (-1.86, -1.16, -0.26)  1.0067
C (-0.04, -1.13, -0.22)  -0.5539
C (0.62, -0.44, 0.99)  -0.1738
C (1.39, 0.67, 0.34)  -0.0810
C (1.26, 0.55, -0.98)  -0.1465
O (0.48, -0.49, -1.40)  -0.1044
H (-1.31, 1.24, -0.19)  0.1008
H (0.22, -2.20, -0.29)  0.1098
H (-0.11, -0.06, 1.74)  0.1112
H (1.24, -1.14, 1.55)  0.1167
H (1.95, 1.43, 0.85)  0.1022
H (1.68, 1.14, -1.75)  0.1186

=====

Record 2
A molecular structure, C3H5NO3P in a non-equilibrium geometry. Source: OMol25; level of theory: the ωB97M-V functional and the def2-TZVPD basis.

HOMO-LUMO gap: 7.7559 eV
Molar mass: 134.1 Da
Charge: +1

Last column: Löwdin charge in e.
Geometry (Å):
C (-0.64, -0.48, 0.04)  -0.5179
C (1.55, -1.38, -0.29)  0.1764
C (0.76, -0.45, -0.15)  -0.1414
N (1.32, 1.40, 0.13)  0.1638
O (-1.30, 0.53, 0.38)  -0.1262
O (-3.61, 0.47, -0.84)  -0.3199
O (-1.32, -1.58, 0.00)  0.1523
P (-3.20, 0.31, 0.48)  1.1319
H (-0.61, -2.23, 0.02)  0.1413
H (2.57, -1.60, -0.27)  0.0462
H (1.31, 1.87, -0.82)  0.1543
H (2.29, 1.49, 0.39)  0.1054
H (0.88, 1.63, 0.93)  0.0337

=====

Record 3
8 unconnected molecules or ions with the total composition C47H49N8O15S2 in a non-equilibrium geometry. Source: OMol25; level of theory: the ωB97M-V functional and the def2-TZVPD basis.

HOMO-LUMO gap: 6.7770 eV
Molar mass: 1030.1 Da
Charge: +1

Last column: Löwdin charge in e.
Geometry (Å):
N (5.15, -0.86, 2.93)  -0.0125
C (4.84, 0.06, 1.83)  -0.3921
S (3.96, 1.61, 2.44)  0.7720
S (5.12, 2.53, 3.95)  0.5243
C (2.44, 0.92, 3.22)  -0.3937
C (1.59, 2.01, 3.93)  -0.2275
C (0.17, 1.39, 4.17)  -0.1557
C (-0.73, 1.70, 2.93)  -0.2359
O (-1.89, 0.87, 2.87)  -0.0777
H (5.29, -0.35, 3.80)  0.0419
H (4.29, -1.38, 3.10)  0.0712
H (5.70, 0.31, 1.21)  0.1048
H (4.07, -0.44, 1.22)  0.1038
H (6.36, 2.66, 3.37)  -0.0983
H (2.65, 0.05, 3.86)  0.0995
H (1.85, 0.56, 2.36)  0.0950
H (1.48, 2.92, 3.32)  0.1216
H (2.04, 2.22, 4.91)  0.1109
H (0.31, 0.29, 4.20)  0.1116
H (-0.28, 1.71, 5.12)  0.1246
H (-1.01, 2.75, 2.99)  0.1363
H (-0.12, 1.45, 2.04)  0.1007
H (-1.59, -0.03, 2.95)  0.0876
C (-4.57, 0.73, 1.63)  -0.0721
C (-5.19, 1.77, 0.95)  -0.0568
C (-6.04, 1.51, -0.11)  -0.0033
C (-6.27, 0.19, -0.48)  -0.1500
C (-5.67, -0.86, 0.19)  0.0021
C (-4.81, -0.59, 1.24)  -0.0587
N (-7.18, -0.08, -1.59)  -0.3387
O (-7.66, 0.87, -2.16)  0.0730
O (-7.40, -1.24, -1.87)  0.0784
H (-3.92, 0.94, 2.45)  0.0762
H (-5.00, 2.79, 1.26)  0.1121
H (-6.51, 2.33, -0.63)  0.1169
H (-5.85, -1.89, -0.11)  0.1217
H (-4.33, -1.40, 1.77)  0.1076
C (8.62, -3.25, 7.16)  -0.0767
C (7.72, -3.12, 6.11)  -0.0645
C (7.82, -2.05, 5.23)  -0.0104
C (8.83, -1.12, 5.42)  -0.1507
C (9.73, -1.24, 6.47)  0.0097
C (9.62, -2.31, 7.34)  -0.0501
N (8.96, -0.01, 4.48)  -0.3577
O (8.14, 0.08, 3.59)  0.0219
O (9.87, 0.77, 4.65)  0.0991
H (8.54, -4.09, 7.83)  0.1062
H (6.94, -3.86, 5.97)  0.1101
H (7.12, -1.96, 4.41)  0.0918
H (10.52, -0.51, 6.61)  0.1228
H (10.32, -2.41, 8.16)  0.1179
C (-2.41, 1.23, -1.68)  -0.0486
C (-2.25, 2.15, -2.72)  -0.0354
C (-0.99, 2.66, -2.99)  0.0217
C (0.10, 2.25, -2.23)  -0.1425
C (-0.06, 1.35, -1.19)  -0.0197
C (-1.32, 0.84, -0.92)  -0.0666
N (1.43, 2.77, -2.52)  -0.3406
O (1.54, 3.57, -3.42)  0.0686
O (2.35, 2.37, -1.85)  0.0650
H (-3.39, 0.83, -1.47)  0.0990
H (-3.10, 2.45, -3.31)  0.1098
H (-0.86, 3.37, -3.80)  0.1213
H (0.79, 1.03, -0.59)  0.1004
H (-1.45, 0.13, -0.11)  0.1003
C (2.16, 4.07, -6.30)  -0.0722
C (1.10, 4.93, -6.56)  -0.0610
C (1.01, 5.56, -7.80)  0.0021
C (1.98, 5.31, -8.76)  -0.1478
C (3.04, 4.45, -8.51)  -0.0026
C (3.13, 3.83, -7.27)  -0.0621
N (1.87, 5.95, -10.07)  -0.3628
O (0.95, 6.70, -10.25)  0.0832
O (2.72, 5.68, -10.90)  0.0813
H (2.22, 3.58, -5.33)  0.0721
H (0.35, 5.12, -5.81)  0.1027
H (0.19, 6.23, -8.00)  0.1204
H (3.79, 4.26, -9.26)  0.1188
H (3.95, 3.16, -7.06)  0.1061
C (9.59, -8.44, 2.35)  -0.0665
C (10.36, -7.29, 2.32)  -0.0625
C (10.48, -6.49, 3.45)  -0.0006
C (9.81, -6.87, 4.61)  -0.1477
C (9.03, -8.02, 4.65)  -0.0013
C (8.92, -8.81, 3.51)  -0.0624
N (9.94, -6.06, 5.81)  -0.3487
O (10.62, -5.05, 5.74)  0.0798
O (9.38, -6.43, 6.82)  0.0735
H (9.51, -9.06, 1.46)  0.1096
H (10.88, -7.00, 1.41)  0.1098
H (11.08, -5.60, 3.42)  0.1193
H (8.51, -8.31, 5.55)  0.1192
H (8.32, -9.70, 3.53)  0.1099
C (-9.21, 4.10, -4.56)  -0.0588
C (-8.97, 5.01, -5.58)  -0.0599
C (-7.68, 5.46, -5.82)  0.0016
C (-6.64, 4.98, -5.04)  -0.1488
C (-6.87, 4.08, -4.01)  -0.0031
C (-8.16, 3.63, -3.78)  -0.0617
N (-5.27, 5.43, -5.30)  -0.3603
O (-5.10, 6.24, -6.18)  0.0918
O (-4.38, 4.96, -4.61)  0.0520
H (-10.21, 3.74, -4.38)  0.1104
H (-9.79, 5.37, -6.19)  0.1098
H (-7.50, 6.17, -6.61)  0.1205
H (-6.06, 3.71, -3.40)  0.1081
H (-8.34, 2.93, -2.98)  0.0815
C (-10.61, -5.51, -1.81)  -0.0689
C (-9.72, -4.45, -1.88)  -0.0590
C (-9.54, -3.62, -0.78)  -0.0011
C (-10.26, -3.88, 0.38)  -0.1460
C (-11.16, -4.93, 0.46)  -0.0013
C (-11.33, -5.75, -0.65)  -0.0647
N (-10.05, -3.02, 1.55)  -0.3608
O (-9.27, -2.10, 1.44)  0.0664
O (-10.67, -3.28, 2.56)  0.0854
H (-10.75, -6.16, -2.67)  0.1076
H (-9.16, -4.26, -2.78)  0.1099
H (-8.85, -2.80, -0.83)  0.0890
H (-11.72, -5.12, 1.36)  0.1195
H (-12.03, -6.58, -0.60)  0.1086

=====

Record 4
A gas-phase ion, C3H7BrNO (charge +1) in a non-equilibrium geometry. Source: OMol25; level of theory: the ωB97M-V functional and the def2-TZVPD basis.

HOMO-LUMO gap: 7.0773 eV
Molar mass: 153.0 Da
Charge: +1

Last column: Löwdin charge in e.
Geometry (Å):
C (1.06, -0.39, -0.02)  -0.0033
C (-0.01, -1.40, 0.38)  -0.3848
C (-1.19, 1.09, -0.26)  -0.5080
N (0.26, 1.00, -0.37)  0.0163
O (-1.00, -1.26, -0.48)  -0.0950
Br (-2.04, 1.62, 1.26)  0.9935
H (1.69, -0.11, 0.74)  0.0952
H (1.44, -0.74, -1.01)  0.1534
H (0.64, -2.24, 0.32)  0.1343
H (-0.44, -1.27, 1.46)  0.1548
H (-1.67, 0.65, -1.05)  0.0575
H (0.60, 1.73, 0.33)  0.1760
H (0.65, 1.32, -1.31)  0.2100

=====

Record 5
C6H10O in the gas phase. Source: OMol25; level of theory: the ωB97M-V functional and the def2-TZVPD basis.

HOMO-LUMO gap: 10.2781 eV
SMILES string: C[C@H]1C[C@@]2(O)C[C@@H]12
Molar mass: 98.1 Da

Last column: Löwdin charge in e.
Geometry (Å):
C (1.98, 0.55, -0.13)  -0.0716
C (0.90, -0.51, -0.24)  -0.3055
C (0.03, -0.76, 1.03)  -0.0534
C (-1.21, -0.35, 0.24)  -0.4722
O (-2.44, -0.98, 0.37)  0.0345
C (-1.09, 0.99, -0.40)  -0.0324
C (-0.39, -0.19, -1.02)  -0.1396
H (2.77, 0.21, 0.55)  0.0772
H (1.59, 1.49, 0.27)  0.0671
H (2.44, 0.77, -1.10)  0.0778
H (1.34, -1.45, -0.61)  0.1344
H (0.28, -0.18, 1.93)  0.1139
H (-0.02, -1.82, 1.28)  0.1171
H (-3.06, -0.34, 0.73)  0.1017
H (-1.98, 1.31, -0.94)  0.1126
H (-0.53, 1.81, 0.07)  0.0995
H (-0.63, -0.53, -2.02)  0.1388

=====

Record 6
A molecular structure, C31H26Cl2NO8SiY. Source: OMol25; level of theory: the ωB97M-V functional and the def2-TZVPD basis.

HOMO-LUMO gap: 6.8168 eV
Molar mass: 728.4 Da
Charge: -2

Last column: Löwdin charge in e.
Geometry (Å):
Y (0.21, -0.32, 0.74)  1.4719
O (-1.07, 2.96, -2.02)  0.0208
C (-0.79, 2.23, -1.07)  -0.6285
O (-0.20, 1.10, -1.08)  -0.1482
C (-1.22, 2.68, 0.33)  -0.1714
C (-1.93, 3.84, 0.58)  -0.0055
C (-2.30, 4.11, 1.89)  -0.0658
C (-1.96, 3.22, 2.90)  -0.0043
C (-1.26, 2.08, 2.56)  -0.1720
N (-0.90, 1.83, 1.30)  0.1058
C (-0.84, 1.00, 3.55)  -0.6093
O (-1.03, 1.20, 4.74)  0.0233
O (-0.32, -0.03, 2.99)  -0.1399
H (-2.17, 4.49, -0.25)  0.1132
H (-2.86, 5.01, 2.12)  0.1000
H (-2.22, 3.37, 3.94)  0.1126
C (0.66, 5.82, 2.74)  -0.0671
C (1.34, 4.62, 2.12)  -0.2823
C (1.50, 4.53, 0.75)  -0.0230
C (2.12, 3.44, 0.16)  -0.2052
C (2.28, 3.35, -1.34)  -0.0266
C (2.59, 2.41, 0.98)  -0.0724
C (2.47, 2.49, 2.36)  -0.2051
C (3.00, 1.39, 3.25)  -0.0178
C (1.84, 3.60, 2.92)  -0.0196
C (3.18, 1.16, 0.35)  -0.6225
O (4.34, 1.17, -0.05)  0.0375
O (2.35, 0.19, 0.26)  -0.1310
H (-0.16, 6.17, 2.11)  0.0628
H (1.35, 6.65, 2.87)  0.0699
H (0.25, 5.57, 3.72)  0.0708
H (1.09, 5.31, 0.11)  0.1163
H (1.89, 4.24, -1.83)  0.0756
H (1.72, 2.49, -1.73)  0.0761
H (3.33, 3.21, -1.60)  0.0815
H (2.34, 0.52, 3.27)  0.0740
H (3.10, 1.74, 4.27)  0.0750
H (3.97, 1.04, 2.89)  0.0867
H (1.73, 3.65, 4.00)  0.1161
C (-2.76, -4.60, -3.65)  -0.1334
C (-3.85, -3.89, -3.15)  -0.1247
C (-3.69, -3.06, -2.05)  -0.1293
C (-2.45, -2.88, -1.43)  -0.3374
C (-1.36, -3.59, -1.97)  -0.1080
C (-1.52, -4.44, -3.06)  -0.1114
Si (-2.23, -1.75, 0.11)  0.6588
C (-2.67, -2.99, 1.51)  -0.3436
C (-3.88, -2.97, 2.21)  -0.1280
C (-4.14, -3.87, 3.24)  -0.1225
C (-3.20, -4.82, 3.60)  -0.1285
C (-1.99, -4.86, 2.92)  -0.1045
C (-1.73, -3.96, 1.90)  -0.1086
H (-2.88, -5.25, -4.51)  0.0824
H (-4.82, -4.00, -3.61)  0.0842
H (-4.55, -2.52, -1.67)  0.0808
H (-0.38, -3.46, -1.53)  0.0727
H (-0.65, -4.97, -3.45)  0.0895
H (-3.54, -0.99, 0.04)  -0.0647
H (-4.63, -2.24, 1.94)  0.0798
H (-5.09, -3.82, 3.76)  0.0846
H (-3.40, -5.52, 4.40)  0.0831
H (-1.23, -5.59, 3.20)  0.0902
H (-0.76, -3.99, 1.41)  0.0853
Cl (2.53, -4.80, 2.52)  0.5604
C (2.78, -3.77, 1.09)  -1.0009
Cl (4.42, -3.08, 1.07)  0.5953
C (1.75, -2.64, 1.01)  -0.8307
O (1.50, -1.95, 2.02)  -0.0913
O (1.21, -2.48, -0.11)  -0.1058
H (2.69, -4.41, 0.22)  0.0541

=====

Record 7
C2H3NO2 in the gas phase in a non-equilibrium geometry. Source: OMol25; level of theory: the ωB97M-V functional and the def2-TZVPD basis.

HOMO-LUMO gap: 11.3578 eV
SMILES string: CN1OC1=O
Molar mass: 73.1 Da

Last column: Löwdin charge in e.
Geometry (Å):
C (-1.02, 0.17, 0.01)  -0.0756
N (0.32, 0.60, -0.28)  0.0028
O (1.03, -0.44, -1.08)  0.1321
C (1.39, -0.19, 0.14)  -0.5713
O (2.19, -0.36, 0.99)  0.1859
H (-1.34, 0.74, 0.93)  0.1109
H (-1.53, 0.42, -0.97)  0.1063
H (-1.05, -0.94, 0.27)  0.1089

=====

Record 8
13 unconnected molecules or ions with the total composition H26O13 in a non-equilibrium geometry. Source: OMol25; level of theory: the ωB97M-V functional and the def2-TZVPD basis.

HOMO-LUMO gap: 10.3175 eV
Molar mass: 234.2 Da

Last column: Löwdin charge in e.
Geometry (Å):
O (-2.30, -0.71, 1.96)  -0.0002
H (-2.33, 0.10, 1.51)  0.0046
H (-3.22, -0.99, 1.92)  0.0747
O (-2.34, -0.11, -2.53)  -0.0225
H (-2.22, -0.73, -1.87)  -0.0634
H (-1.41, -0.32, -2.75)  0.0478
O (-1.78, 2.74, 1.97)  -0.1021
H (-0.96, 2.47, 1.75)  -0.1171
H (-2.21, 2.84, 0.93)  0.1070
O (0.63, 2.68, 0.86)  0.0073
H (1.20, 3.41, 0.92)  0.0536
H (-0.14, 3.04, 0.49)  -0.0006
O (2.70, -1.33, 1.76)  -0.1068
H (1.80, -1.80, 1.88)  0.0373
H (2.92, -0.95, 2.66)  0.0768
O (-2.39, 2.08, -0.58)  -0.1062
H (-2.01, 2.95, -0.86)  0.0760
H (-2.24, 1.24, -1.13)  0.0704
O (0.42, -3.67, -0.23)  -0.0079
H (1.30, -3.59, -0.49)  0.0156
H (0.16, -3.26, 0.57)  -0.0165
O (-2.37, -2.49, -1.01)  0.0328
H (-1.54, -2.62, -1.34)  -0.0086
H (-2.99, -2.49, -1.67)  0.0106
O (2.94, 2.08, -1.78)  -0.0447
H (3.08, 3.00, -2.02)  0.0551
H (2.00, 1.90, -1.66)  0.0275
O (0.07, -0.25, -0.33)  -0.0701
H (0.40, 0.54, 0.32)  0.1348
H (-0.31, -0.95, 0.16)  -0.0100
O (0.00, -2.11, 2.11)  0.1227
H (-0.13, -2.61, 2.79)  0.0090
H (-0.66, -1.64, 2.03)  -0.1177
O (3.88, 0.95, 0.77)  -0.0502
H (3.42, 1.51, 0.11)  -0.0018
H (3.33, 0.22, 0.77)  -0.0708
O (0.80, -0.36, -2.95)  -0.1227
H (0.69, -0.38, -1.96)  -0.0149
H (1.81, -0.39, -3.08)  0.0912